(1)
{
  "formula": "C5H14N3",
  "method": "ωB97M-V with the def2-TZVPD basis set",
  "species": ["C", "C", "C", "C", "C", "N", "N", "N", "H", "H", "H", "H", "H", "H", "H", "H", "H", "H", "H", "H", "H", "H"],
  "xyz": [[-0.630396, -1.002268, 0.611027], [0.804831, -1.125283, 0.006416], [-1.197140, 1.314410, -0.153425], [-2.804218, -0.465606, -0.315900], [2.872616, 0.200577, -0.449233], [-1.512624, 0.052230, 0.001678], [-0.161837, 1.963926, 0.262996], [1.683652, -0.073989, 0.340467], [-1.176103, -2.029261, 0.667286], [-0.428054, -0.805341, 1.637240], [1.218408, -2.096008, 0.269313], [0.839479, -1.185162, -1.113705], [-2.427339, 2.102935, -0.660226], [-3.493088, -0.393636, 0.594603], [-3.193230, 0.068945, -1.089140], [-2.649398, -1.490506, -0.341370], [3.323559, 1.201838, -0.107306], [3.498522, -0.627620, -0.383850], [2.699559, 0.394307, -1.565225], [0.653915, 1.351993, 0.357089], [0.063678, 2.992824, 0.215040], [2.015214, -0.349313, 1.216234]],
  "forces_ev_per_a": [[0.9, -1.1, -0.5], [-1.0, -1.5, -3.1], [-5.8, 2.7, -1.0], [-0.9, 0.3, 4.0], [-0.6, 2.8, -1.8], [2.2, -0.4, 0.5], [1.2, 1.5, -0.3], [-0.4, 1.8, 0.3], [1.0, 2.0, -0.6], [-0.2, 0.7, 1.1], [-0.1, -0.3, 0.5], [-0.8, 0.0, 0.7], [4.1, -2.4, 1.5], [0.7, 0.4, -1.1], [-1.4, 0.7, -2.4], [-0.4, -1.8, -1.4], [-0.3, -1.8, -0.2], [1.8, -1.1, 0.1], [-0.4, -0.5, 1.5], [0.9, -0.5, 0.6], [-1.2, -1.7, -0.3], [0.8, 0.3, 2.0]],
  "charge": 1,
  "spin_multiplicity": 1,
  "homo_ev": -13.43,
  "homo_lumo_gap_ev": 10.2539,
  "relative_energy_kcal_mol": 91.4
}

=====

(2)
{
  "formula": "C5H14N3",
  "method": "ωB97M-V with the def2-TZVPD basis set",
  "species": ["H", "N", "N", "C", "C", "C", "N", "C", "C", "H", "H", "H", "H", "H", "H", "H", "H", "H", "H", "H", "H", "H"],
  "xyz": [[1.302362, 1.670972, -1.384598], [0.923181, 0.716241, -1.289299], [1.436678, 0.064820, -0.411036], [2.423114, 0.590954, 0.526884], [0.839389, -1.257356, -0.187563], [-0.345355, -0.910055, 0.755931], [-1.242416, -0.070489, 0.106691], [-1.279265, 1.301757, 0.527180], [-2.133545, -0.637618, -0.917147], [3.296139, 0.541961, -0.119721], [2.298204, 1.630064, 0.970764], [2.355755, -0.153299, 1.324064], [1.389273, -2.030135, 0.357439], [0.359313, -1.700951, -1.095899], [-0.814159, -1.835052, 1.044386], [-0.026946, -0.246944, 1.572369], [-2.098996, 1.471294, 1.193801], [-0.472900, 1.453097, 1.125853], [-1.280230, 1.981937, -0.311905], [-3.102563, -0.347247, -0.948516], [-1.863010, -0.465691, -2.012008], [-1.964020, -1.768264, -0.827666]],
  "forces_ev_per_a": [[-0.1, -0.1, 0.6], [-0.9, 0.6, -2.2], [-0.2, -1.0, 0.4], [0.3, -0.1, 0.7], [-0.8, -0.7, 0.2], [-0.4, 1.3, 0.0], [-1.5, 0.1, -1.7], [-2.3, -0.6, -1.4], [4.4, -2.4, -1.3], [0.8, 0.0, 0.8], [-0.5, -1.2, -1.1], [1.0, 0.4, 0.1], [0.9, 0.7, -0.4], [0.9, 0.8, 0.5], [0.1, -0.5, 0.6], [0.4, -1.3, 0.5], [-1.0, 0.5, 0.2], [2.6, 0.9, 1.5], [-0.2, 0.4, -0.1], [-3.2, 0.8, 1.0], [0.5, 0.3, 1.2], [-1.0, 1.4, 0.0]],
  "charge": 1,
  "spin_multiplicity": 1,
  "homo_ev": [-12.10, -12.10],
  "homo_lumo_gap_ev": [7.0139, 7.0153],
  "relative_energy_kcal_mol": 116.3
}

=====

(3)
{
  "formula": "C5H14N3",
  "method": "ωB97M-V with the def2-TZVPD basis set",
  "species": ["C", "C", "C", "C", "C", "N", "N", "N", "H", "H", "H", "H", "H", "H", "H", "H", "H", "H", "H", "H", "H", "H"],
  "xyz": [[0.974622, -0.216717, -2.238501], [1.537617, 1.087066, -1.816815], [0.753787, 0.105264, 2.719825], [-2.746247, -0.142601, 1.445126], [-1.525962, 0.158690, 2.235363], [0.489104, -1.041810, -1.345944], [1.000439, -0.540463, -3.513870], [-0.368913, -0.177089, 1.868833], [2.555066, 0.942572, -1.452845], [0.958611, 1.524388, -1.006888], [1.572629, 1.789501, -2.644472], [0.514230, 0.792196, 3.539145], [1.106015, -0.834561, 3.146739], [1.557646, 0.525035, 2.114908], [-2.536984, -0.809048, 0.613855], [-3.172828, 0.784895, 1.065634], [-3.487245, -0.597226, 2.099405], [-1.704150, 0.701976, 3.170822], [0.073071, -1.925128, -1.599323], [1.397296, 0.080024, -4.202758], [0.641065, -1.427149, -3.837918], [0.411128, -0.779812, -0.360323]],
  "forces_ev_per_a": [[0.0, -0.1, 0.0], [0.1, 0.3, 0.2], [0.2, 0.1, 0.3], [0.0, 0.0, 0.0], [-0.1, 0.1, 0.0], [-0.2, 0.0, 0.4], [-0.1, -0.2, -0.2], [-0.1, -0.3, -0.8], [0.0, -0.1, 0.0], [-0.1, -0.1, 0.0], [0.0, 0.0, 0.0], [0.0, 0.0, 0.0], [0.1, 0.0, 0.0], [0.1, 0.0, 0.1], [0.0, 0.0, -0.1], [-0.1, 0.1, 0.0], [-0.1, 0.0, 0.0], [0.2, 0.0, 0.1], [0.1, 0.0, 0.0], [-0.1, 0.0, 0.1], [0.1, 0.1, -0.1], [-0.1, 0.1, 0.0]],
  "charge": 1,
  "spin_multiplicity": 1,
  "homo_ev": -12.90,
  "homo_lumo_gap_ev": 9.8689,
  "relative_energy_kcal_mol": 12.5
}